Computed, not measured: a structure of composition C29H42GeN2ReSi at a distorted geometry, with wB97M-V/def2-TZVPD.

CARTESIAN COORDINATES (ANGSTROEM)
Re1 0.9809 -1.2398 0.8243
C1 0.4049 -0.0107 3.6591
N1 1.0839 -1.1179 2.9163
C2 0.9525 -2.4020 3.6694
C3 2.5305 -0.7637 2.6927
C4 3.3271 -1.6173 1.6450
N2 2.9935 -1.2787 0.2067
C5 3.6101 0.0291 -0.1813
C6 3.4767 -2.3533 -0.7079
H1 0.8901 0.1128 4.6282
H2 -0.6377 -0.2827 3.8014
H3 0.4643 0.9094 3.0811
H4 1.4066 -2.2759 4.6534
H5 1.4454 -3.2144 3.1393
H6 -0.1040 -2.6318 3.7772
H7 3.0996 -0.8403 3.6219
H8 2.5479 0.2948 2.4088
H9 3.1832 -2.6917 1.7838
H10 4.3738 -1.3953 1.8618
H11 4.6923 -0.0433 -0.0636
H12 3.2166 0.8457 0.4206
H13 3.3624 0.2230 -1.2216
H14 4.5595 -2.4445 -0.6080
H15 3.2279 -2.0778 -1.7291
H16 3.0052 -3.3007 -0.4509
C7 -2.3113 -1.9449 -1.9310
Si1 -0.9571 -3.1839 -1.8476
C8 0.5274 -2.8661 -2.8940
C9 -1.4028 -4.9326 -1.5034
C10 -0.1076 -2.7118 0.3864
H17 -2.5442 -1.7555 -2.9849
H18 -2.0388 -0.9750 -1.5100
H19 -3.2165 -2.3075 -1.4417
H20 0.2108 -3.0123 -3.9341
H21 1.3423 -3.5651 -2.7071
H22 0.8699 -1.8328 -2.8131
H23 -1.8361 -5.3025 -2.4431
H24 -2.1722 -5.0344 -0.7378
H25 -0.5572 -5.5778 -1.2676
H26 0.3763 -3.6644 0.6462
H27 -1.2006 -2.7306 0.4567
C11 0.0568 0.0196 0.1718
Ge1 -0.9069 1.7669 -0.4013
C12 -2.4443 1.7821 0.7647
C13 -3.2754 2.9045 0.7207
C14 -4.3887 2.9848 1.5450
C15 -4.6862 1.9464 2.4169
C16 -3.8716 0.8228 2.4636
C17 -2.7570 0.7442 1.6413
C18 -1.3069 1.4852 -2.2655
C19 -2.6390 1.5241 -2.6747
C20 -2.9688 1.3020 -4.0054
C21 -1.9728 1.0221 -4.9303
C22 -0.6411 0.9721 -4.5298
C23 -0.3112 1.2050 -3.2042
C24 0.4896 2.9996 0.1249
C25 1.7175 3.0508 -0.5403
C26 2.6780 3.9817 -0.1774
C27 2.4187 4.8753 0.8572
C28 1.2034 4.8329 1.5255
C29 0.2423 3.8973 1.1636
H28 -3.0636 3.7279 0.0463
H29 -5.0258 3.8580 1.5043
H30 -5.5569 2.0100 3.0553
H31 -4.1153 0.0093 3.1347
H32 -2.1414 -0.1519 1.6749
H33 -3.4271 1.7363 -1.9607
H34 -4.0022 1.3558 -4.3209
H35 -2.2304 0.8586 -5.9683
H36 0.1351 0.7780 -5.2585
H37 0.7358 1.1964 -2.9162
H38 1.9138 2.3951 -1.3832
H39 3.6156 4.0378 -0.7154
H40 3.1582 5.6171 1.1275
H41 0.9982 5.5361 2.3213
H42 -0.7058 3.8802 1.6896

Cartesian forces, eV/Å:
Re -0.2 -1.1 -0.1
C -0.1 0.0 0.0
N 0.2 0.2 -0.3
C -0.1 0.0 0.0
C 0.4 0.3 0.1
C 0.1 0.1 0.1
N 0.2 0.1 0.1
C -0.1 0.0 -0.1
C 0.0 0.0 0.0
H 0.0 0.0 0.0
H 0.0 0.0 0.0
H 0.0 0.0 0.0
H 0.0 0.0 0.0
H 0.0 0.0 0.0
H 0.0 0.0 0.0
H -0.2 0.0 0.1
H 0.1 0.0 0.1
H 0.0 0.0 0.1
H 0.1 -0.1 -0.3
H 0.0 0.0 0.0
H 0.0 0.0 0.0
H 0.0 0.0 0.0
H 0.0 0.0 0.0
H 0.0 0.0 0.0
H 0.0 0.0 0.0
C 0.0 -0.1 0.1
Si 0.0 0.1 -0.2
C 0.0 0.0 0.1
C 0.0 0.1 0.0
C -0.2 -0.1 0.2
H 0.0 0.0 0.0
H 0.0 0.0 0.0
H 0.0 0.0 0.0
H 0.0 0.0 0.0
H 0.0 0.0 0.0
H 0.0 0.0 0.0
H 0.0 0.0 0.0
H 0.0 0.0 0.0
H 0.0 0.0 0.0
H -0.1 0.0 0.1
H 0.0 0.1 -0.4
C -0.1 0.4 0.2
Ge -0.2 0.2 0.0
C 0.0 0.0 0.0
C 0.0 0.0 0.0
C 0.0 0.0 0.0
C 0.0 0.0 0.0
C 0.0 0.0 0.0
C 0.0 -0.1 0.0
C 0.1 -0.1 0.0
C -0.1 0.0 0.1
C 0.0 0.0 0.0
C 0.0 0.0 0.0
C 0.0 0.0 0.0
C 0.1 0.0 0.0
C 0.0 -0.1 0.0
C 0.0 0.0 -0.1
C 0.0 0.0 0.0
C 0.0 0.0 0.0
C 0.0 0.0 0.0
C 0.0 -0.1 0.1
H 0.0 0.0 0.0
H 0.0 0.0 0.0
H 0.0 0.0 0.0
H 0.0 0.0 0.0
H 0.0 0.0 0.0
H 0.0 0.0 0.0
H 0.0 0.0 0.0
H 0.0 0.0 0.0
H 0.0 0.0 0.0
H 0.0 0.0 0.0
H 0.0 0.0 0.0
H 0.0 0.0 0.0
H 0.0 0.0 0.0
H 0.0 0.0 0.0
H 0.0 0.0 0.0

The HOMO energy is -16.52 eV. As for the charge: +3.